Entry from the Open Molecules 2025 dataset: a 2-piece molecular cluster, C9H12ClO4P overall (wB97M-V/def2-TZVPD).

Values from the calculation:
HOMO = -9.78 eV
Gap between HOMO and LUMO = 8.14 eV
SMILES = O=C1C=CC(=O)C(P(O)Cl)=C1.CC(C)O
DFT total energy = -1452.64526 hartree

```
! wB97M-V def2-TZVPD RIJCOSX def2/J DEFGRID3
* xyz 0 1
P -1.235 1.205 -3.323
H -1.562 1.639 2.553
C -0.869 0.798 2.589
H -2.390 -0.947 1.441
H -0.013 1.082 3.201
O -0.128 -1.292 -1.410
H 1.099 2.783 -2.552
H 0.242 -1.435 3.809
H -0.530 0.617 1.564
C 0.661 -0.565 -1.972
C -0.626 -1.631 3.178
Cl -1.304 -0.404 -4.642
C 2.542 1.361 -1.615
O 3.149 2.076 -0.855
C 0.330 0.815 -2.450
H 4.053 -0.184 -2.092
C 2.997 -0.007 -1.988
O -2.394 0.839 -2.241
C 1.251 1.757 -2.254
O -2.705 -0.753 2.329
H -0.275 -1.876 2.172
C -1.567 -0.439 3.131
H 2.337 -1.953 -2.477
H -1.145 -2.510 3.563
H -2.047 0.208 -1.595
H -1.951 -0.233 4.130
C 2.079 -0.948 -2.192
*
```

Entry from the Open Molecules 2025 dataset: C9H12F12Li2N2O11S5 as an isolated structure at a distorted geometry (wB97M-V/def2-TZVPD).

Values from the calculation:
HOMO = -11.21 eV
Gap between HOMO and LUMO = 9.70 eV
DFT total energy = -4491.61539 hartree

```
! wB97M-V def2-TZVPD RIJCOSX def2/J DEFGRID3
* xyz 0 1
H 3.169 -2.709 0.883
O 0.416 -1.688 3.578
F -4.206 -2.286 -3.801
C -0.719 -1.475 -1.833
C -4.507 -1.937 -2.571
N -1.257 2.423 0.516
F 1.702 2.445 3.219
O -2.686 1.830 -1.491
O 0.045 3.375 -1.650
O 0.659 1.717 5.146
H -2.090 -2.974 -2.830
O -1.954 4.599 -1.026
F 0.535 0.241 -2.934
C -0.524 -0.584 -3.016
O 3.104 -0.952 -1.723
H 6.215 0.421 1.304
F -2.822 0.779 0.594
S 3.065 -0.427 -0.351
O -3.291 -1.466 -2.016
S -0.416 -0.494 3.739
H -2.314 -2.851 -1.185
O 2.361 0.368 4.039
F 0.064 4.496 0.351
H 4.339 1.742 -0.066
N 0.142 0.892 2.857
H -5.076 0.178 -3.176
C -5.532 -0.703 -2.725
S -0.919 3.681 -0.625
H -1.339 0.140 -3.014
H 4.715 0.607 2.120
Li 0.172 0.956 0.930
F -6.642 -1.077 -3.458
F -0.448 -1.246 -4.196
H 5.150 0.301 -0.754
O 1.864 0.290 0.158
S 1.140 1.152 3.936
S -2.684 2.245 -0.053
C -2.094 -2.218 -2.044
Li -1.081 2.324 2.468
F -4.987 -3.043 -2.031
H 5.586 -1.910 0.541
C 4.987 -1.429 1.315
F 0.201 -2.443 -1.772
O -1.102 -0.379 5.000
C 3.489 -1.672 0.982
C 4.535 0.678 0.063
C 5.178 0.085 1.283
H 5.122 -1.810 2.327
F -0.783 -0.682 -0.747
F -1.708 -0.689 2.774
F -5.912 -0.289 -1.482
H 2.962 -1.368 1.886
O -3.824 2.833 0.560
*
```

Entry from the Open Molecules 2025 dataset: C9H12F2O2Si in the gas phase at a distorted geometry (wB97M-V/def2-TZVPD).

Values from the calculation:
HOMO = -9.34 eV
Gap between HOMO and LUMO = 10.21 eV
SMILES = COC(OC)[SiH2]c1c(F)cccc1F
DFT total energy = -989.74148 hartree

```
! wB97M-V def2-TZVPD RIJCOSX def2/J DEFGRID3
* xyz 0 1
F -1.651 2.254 -1.114
H -4.203 -1.616 1.061
H 0.899 2.122 1.529
C -3.176 1.557 0.522
H 0.007 0.604 -2.893
H 3.272 -2.240 0.006
C -1.825 -0.009 -0.761
H -0.560 -1.787 -2.189
F -2.288 -2.389 -0.241
H -3.265 2.635 0.900
H 0.218 2.235 -0.129
C 2.391 -2.044 0.507
O 0.817 0.365 0.595
C -2.522 -1.043 -0.160
C 1.068 1.715 0.505
Si -0.288 -0.454 -1.808
C -3.851 0.529 1.116
C -2.267 1.293 -0.377
H 2.059 0.217 -0.838
H 2.126 1.891 0.191
C 1.147 -0.359 -0.647
H 2.671 -1.205 1.125
H 2.213 -2.988 1.124
C -3.568 -0.790 0.738
H -4.650 0.622 1.794
O 1.268 -1.662 -0.329
*
```

Entry from the Open Molecules 2025 dataset: a 2-piece molecular cluster, C9H12FIN3 overall at a distorted geometry (wB97M-V/def2-TZVPD).

Values from the calculation:
HOMO = -11.67 eV
Gap between HOMO and LUMO = 6.68 eV
DFT total energy = -911.65365 hartree

```
! wB97M-V def2-TZVPD RIJCOSX def2/J DEFGRID3
* xyz 1 1
C 0.697 -2.922 1.204
H 0.895 -3.909 -0.707
C -1.122 1.694 -0.119
H 0.078 0.511 -3.275
N 0.567 1.964 1.480
H 0.773 2.707 2.148
H 0.514 -1.687 2.928
H 0.769 0.337 -0.885
H -1.520 0.498 1.642
N 0.027 2.335 0.300
C 0.615 -0.497 1.131
H 0.745 0.597 2.952
C 0.730 -0.547 -0.269
I -3.507 -0.122 -0.059
F 0.962 -1.804 -2.216
C 0.841 -1.777 -0.884
C -1.728 0.769 0.624
H -0.082 2.102 -3.569
H 0.354 3.166 -0.168
C 0.817 -2.972 -0.179
C 0.560 0.713 1.888
H -1.398 1.162 -3.413
N -0.471 1.330 -3.035
H 0.681 -3.838 1.773
H -1.397 1.899 -1.144
C 0.602 -1.710 1.853
*
```

Entry from the Open Molecules 2025 dataset: C9H12I2N2O in the gas phase at a distorted geometry (wB97M-V/def2-TZVPD).

Values from the calculation:
HOMO = -9.59 eV
Gap between HOMO and LUMO = 9.27 eV
SMILES = C[C@@H](I)[C@H](I)[C@@H](C#N)[C@@H](C#N)CCO
DFT total energy = -1130.13207 hartree

```
! wB97M-V def2-TZVPD RIJCOSX def2/J DEFGRID3
* xyz 0 1
H -0.416 -1.034 -0.169
C 0.515 0.985 0.419
O -2.733 -1.812 -0.900
H -2.701 -1.607 -1.869
H 1.941 -1.206 1.135
C 2.870 -1.088 0.482
H -4.065 -0.189 -0.857
H 3.806 -0.817 1.114
H -3.798 -1.014 0.767
C -0.049 2.493 0.472
I 1.832 2.687 -1.777
N -0.726 -1.013 3.207
H 3.103 -2.148 0.065
H -2.126 1.186 -0.739
H 0.701 0.185 -1.756
H -2.528 1.031 1.084
C 1.348 0.685 -0.932
N -0.786 3.461 0.400
C -0.747 -0.722 2.026
C 2.763 -0.044 -0.732
C -3.249 -0.664 -0.176
H 1.137 0.831 1.386
C -2.129 0.467 0.153
I 3.089 -1.231 -2.583
H 3.629 0.713 -0.730
C -0.681 -0.135 0.509
*
```

Entry from the Open Molecules 2025 dataset: C9H12IP as an isolated structure at a distorted geometry (wB97M-V/def2-TZVPD).

Values from the calculation:
HOMO = -8.02 eV
Gap between HOMO and LUMO = 8.34 eV
DFT total energy = -989.13570 hartree

```
! wB97M-V def2-TZVPD RIJCOSX def2/J DEFGRID3
* xyz 0 1
H 1.990 -0.061 1.029
H -2.482 0.660 2.305
C 1.982 0.523 0.165
H -0.951 -2.456 0.502
H -3.402 -0.553 1.691
I -1.907 3.149 0.447
C -1.528 -0.352 0.809
H -2.044 -1.046 2.662
C -0.514 -1.493 0.773
C 3.125 0.480 -0.636
C 1.020 2.194 -1.310
H -0.099 -1.623 1.752
H 0.213 -1.154 -0.037
C -2.453 -0.377 1.933
H 4.001 1.132 -2.455
C 2.113 2.057 -2.157
C 3.158 1.234 -1.815
C 0.875 1.393 -0.163
P -0.250 1.563 1.293
H -1.896 -0.013 -0.138
H 2.357 2.834 -2.938
H 0.220 2.945 -1.608
H 3.920 -0.163 -0.368
*
```

Entry from the Open Molecules 2025 dataset: an isolated ion of composition C9H12N and charge +1 at a distorted geometry (wB97M-V/def2-TZVPD).

Values from the calculation:
HOMO (spin up / spin down) = -13.53 / -13.50 eV
Gap between HOMO and LUMO (spin up / spin down) = 6.97 / 6.88 eV
DFT total energy = -404.46387 hartree

```
! wB97M-V def2-TZVPD RIJCOSX def2/J DEFGRID3
* xyz 1 1
C -0.601 -1.170 0.020
H 3.387 1.216 -0.831
H -2.658 -1.180 0.709
H -2.583 0.557 0.933
C 2.329 -0.642 -0.328
C -1.936 -1.843 0.140
H -2.464 -2.211 -0.764
C -0.593 0.263 0.304
H 0.538 1.983 0.635
H 0.911 1.250 -0.822
H -1.874 -2.789 0.639
H 1.893 -0.058 1.849
C -1.871 1.067 0.297
H 2.094 -2.198 -1.669
N 0.303 -1.873 -0.625
H -1.628 2.048 0.637
C 3.278 0.497 0.067
C 1.606 -1.588 -1.011
H -2.294 1.090 -0.701
C 0.696 0.993 0.256
H 4.180 0.366 0.552
C 1.971 0.322 0.822
*
```

Entry from the Open Molecules 2025 dataset: C9H12N13O4Os as an isolated structure (wB97M-V/def2-TZVPD).

Values from the calculation:
HOMO (spin up / spin down) = -13.08 / -13.08 eV
Gap between HOMO and LUMO (spin up / spin down) = 6.66 / 6.66 eV
DFT total energy = -1453.41659 hartree

```
! wB97M-V def2-TZVPD RIJCOSX def2/J DEFGRID3
* xyz 1 1
N -0.600 -2.645 -0.666
C -1.225 1.037 -2.432
O 1.234 1.075 1.408
N -1.645 0.559 1.514
N -0.688 -3.320 -1.750
C -0.775 -1.295 -2.323
Os -0.028 0.192 0.207
O 6.060 1.174 -1.927
C 2.764 0.829 -0.347
O 5.498 2.209 -0.044
H 4.106 -0.412 -3.038
N -0.980 1.238 -1.103
H -1.159 -0.229 -4.020
H 4.745 2.304 0.570
N -0.650 -1.325 -0.986
H -1.403 1.376 2.076
N -1.876 2.040 -2.938
C 3.897 0.775 -1.160
N -1.620 2.425 -0.800
N -0.880 -0.129 -3.052
N 2.275 -0.482 -1.962
O 3.141 2.247 1.526
N -2.092 2.882 -1.880
H -0.668 -2.038 3.446
H -2.487 0.830 1.007
C 2.424 1.493 0.938
H -2.538 -0.334 3.235
N -0.792 -2.511 -2.820
C 5.253 1.414 -1.077
H 1.713 -1.118 -2.512
H -0.048 -0.380 3.456
H 1.235 -1.475 1.897
H -2.426 -1.364 1.799
C 3.533 -0.078 -2.189
N 0.256 -1.382 1.639
H -0.023 -2.256 1.177
C -0.562 -1.130 2.853
C -1.906 -0.613 2.394
N 1.792 0.070 -0.845
*
```